ORCA calculation (wB97M-V/def2-TZVPD) on 7 unconnected molecules or ions with the total composition C28H58N4O8 in a non-equilibrium geometry.

SMILES = CCN(CC)CC.CCN(CC)CC.O=C1CCCO1.O=C1CCCO1.O=C1CCCO1.CC(N)=O.CC(N)=O
Total energy = -1922.47823 hartree
Max |F| = 5.190 eV/A
Frontier orbital gap = 8.604 eV

The geometry in ORCA input format:
```
! RIJCOSX wB97M-V def2-TZVPD def2/J DEFGRID3
* xyz 0 1
O 2.6015 -6.7493 5.4208
C 3.7142 -7.2408 5.2129
N 4.6881 -6.5028 4.7533
C 4.0316 -8.6233 5.6007
H 4.3470 -5.5658 4.5926
H 5.6850 -6.6622 4.7818
H 3.3528 -8.9501 6.3885
H 5.0397 -8.6554 6.0139
H 3.8429 -9.5249 5.0180
O -0.5863 -1.2144 2.7374
C -1.5206 -1.7565 2.2109
N -2.7847 -1.2360 2.3437
C -1.2150 -2.9931 1.2851
H -2.9311 -0.3134 2.7276
H -3.5526 -1.7903 1.9927
H -0.3704 -2.6148 0.7093
H -2.0899 -3.3157 0.7206
H -0.9764 -3.8908 1.8555
C 2.7995 2.6048 -6.7592
C 2.2451 1.2400 -6.4124
N 0.8421 1.1169 -6.8467
C 0.6955 0.7512 -8.2123
C -0.5011 1.3372 -8.8288
C -0.0039 0.4876 -5.8211
C 0.3480 -1.0215 -5.6076
H 2.7797 2.8920 -7.8106
H 3.7941 2.8797 -6.4083
H 2.0584 3.1662 -6.1902
H 2.9041 0.4901 -6.8499
H 2.3188 1.0593 -5.3400
H 0.8090 -0.3195 -8.3819
H 1.5365 1.1864 -8.7523
H -1.3420 0.7476 -8.4636
H -0.5673 1.1299 -9.8969
H -0.7955 2.3406 -8.5210
H 0.2255 0.9067 -4.8414
H -1.0201 0.7409 -6.1234
H -0.4269 -1.4568 -4.9766
H 0.2491 -1.4743 -6.5941
H 1.4106 -1.1586 -5.4073
C 6.2679 -0.4402 0.5829
C 6.4025 0.7131 1.6062
N 7.7526 1.0793 1.9506
C 8.3503 2.1975 1.1865
C 8.1123 2.0849 -0.3733
C 8.1426 1.1239 3.3744
C 8.1041 -0.2902 3.8176
H 7.0450 -0.7188 -0.1289
H 5.2724 -0.4423 0.1389
H 6.3378 -1.3690 1.1492
H 5.6568 1.4805 1.3986
H 5.7768 0.2166 2.3479
H 7.9381 3.1196 1.5962
H 9.4076 2.1633 1.4496
H 8.5103 2.9701 -0.8696
H 8.6357 1.1763 -0.6709
H 7.0594 1.9174 -0.6000
H 7.4234 1.7339 3.9210
H 9.1075 1.5354 3.6704
H 8.9706 -0.7771 3.3702
H 7.1698 -0.7104 3.4455
H 8.1557 -0.2268 4.9046
O -7.5641 -3.9013 -2.5162
C -7.9759 -3.6609 -3.6381
O -8.1048 -2.4378 -4.1871
C -8.6012 -2.5031 -5.5080
C -9.2789 -3.7957 -5.5626
C -8.3759 -4.6311 -4.6978
H -7.7447 -2.3229 -6.1577
H -9.2931 -1.6802 -5.6875
H -9.3266 -4.1835 -6.5802
H -10.3098 -3.6303 -5.2494
H -7.6266 -4.9163 -5.4363
H -8.8791 -5.4763 -4.2285
O -7.7695 2.6386 4.1144
C -9.0022 2.6603 3.9325
O -10.0215 2.5270 4.9506
C -11.3381 2.6086 4.4025
C -11.1907 2.0925 2.9985
C -9.8185 2.6878 2.6042
H -11.7197 3.6295 4.3954
H -12.0189 2.0698 5.0615
H -11.8352 2.4120 2.1795
H -11.0736 1.0091 3.0243
H -9.7570 3.7681 2.4730
H -9.2668 2.2147 1.7918
O 1.0773 6.8315 3.9322
C 1.2554 5.9590 4.7464
O 0.2829 5.5732 5.4795
C 0.7746 4.7578 6.4897
C 2.2814 4.9204 6.4076
C 2.5089 5.3188 5.0383
H 0.5278 3.6976 6.4326
H 0.5859 5.2020 7.4671
H 2.7026 3.9330 6.5963
H 2.7785 5.5706 7.1276
H 2.5875 4.4356 4.4044
H 3.2958 6.0384 4.8123
*
```

***

ORCA calculation (wB97M-V/def2-TZVPD) on a molecular structure, C16H31CaFKLiNO15S2 in a non-equilibrium geometry.

Total energy = -3992.48057 hartree
Max |F| = 8.606 eV/A
Frontier orbital gap = 1.649 eV

The geometry in ORCA input format:
```
! RIJCOSX wB97M-V def2-TZVPD def2/J DEFGRID3
* xyz -1 1
C -2.8691 -0.5464 -0.3773
C -1.7385 -0.2666 0.7027
O -0.7561 0.5068 0.3503
O -1.7120 -0.6838 1.9623
C -1.4737 -2.1220 2.1250
N -0.0962 -2.5245 2.3796
C 0.8244 -2.3608 1.2366
C 0.4059 -3.1547 -0.0482
C 1.4948 -3.1525 -1.2145
C 2.4585 -1.9163 -1.2582
O 2.7444 -1.6124 -2.6067
C 3.7174 -0.6401 -2.5085
O 3.5121 0.4627 -2.9221
S 0.5049 -1.7422 3.7132
O 0.8740 -0.4132 3.3886
O -0.4068 -1.9002 4.7778
F 1.7837 -2.5593 3.9266
H -3.7156 -1.1048 -0.0035
H -3.2313 0.4285 -0.6945
H -2.4931 -1.0380 -1.3446
H -2.0495 -2.4200 2.9915
H -1.8897 -2.6587 1.2803
H 1.0229 -1.2711 1.0805
H 1.7909 -2.7630 1.5315
H 0.1656 -4.1808 0.2057
H -0.5445 -2.7346 -0.4556
H 0.9429 -3.1484 -2.1545
H 2.0381 -4.0877 -1.2036
H 3.4089 -2.2373 -0.8056
H 2.0714 -0.9777 -0.7828
H 4.6321 -0.9640 -1.9885
K -0.2384 -0.6437 -1.1476
C -6.9147 2.1716 0.7181
C -7.3996 0.9935 1.5599
C -7.0709 -0.1888 0.6597
O -5.9099 0.1898 -0.0995
C -5.6762 1.5881 0.0578
H -6.7049 3.0688 1.2963
H -7.6582 2.4211 -0.0402
H -6.8214 0.9342 2.4842
H -8.4538 1.0456 1.8221
H -7.8833 -0.3948 -0.0426
H -6.8576 -1.1000 1.2184
H -4.7906 1.7141 0.6991
H -5.4697 2.0364 -0.9172
C 6.8169 -2.2989 1.0000
C 6.6802 -2.2537 -0.5375
O 5.5419 -2.5782 -1.0095
O 7.6835 -1.9074 -1.1621
H 5.8864 -2.6147 1.4767
H 7.6047 -2.9983 1.2792
H 7.0839 -1.3097 1.3750
Li -2.4058 2.3342 -0.2362
C 4.4356 1.3116 -6.1681
O 4.0644 0.9649 -7.3931
H 4.4889 2.4075 -5.9522
H 3.7546 0.9585 -5.3410
H 5.4248 0.9305 -5.8176
Ca 2.3480 1.5305 0.5874
O 0.6238 4.1137 4.0043
S 2.0975 4.0975 4.0692
O 2.6474 5.4327 4.3117
O 2.6231 3.6325 2.7239
O 2.5530 3.1480 5.0999
C -0.7090 4.9972 -2.3642
O -1.1199 3.9285 -1.6215
H 0.3882 5.0969 -2.4926
H -1.0800 5.0290 -3.4120
H -0.9993 5.9943 -1.9715
*
```

***

ORCA calculation (wB97M-V/def2-TZVPD) on a single C4H9ISi molecule in a non-equilibrium geometry.

Total energy = -744.85782 hartree
Max |F| = 1.271 eV/A
Frontier orbital gap (alpha / beta) = 8.949 / 7.106 eV

The geometry in ORCA input format:
```
! RIJCOSX wB97M-V def2-TZVPD def2/J DEFGRID3
* xyz 0 1
C 0.6460 1.3483 0.3490
C -0.7861 0.9379 -0.0154
C -0.3434 -2.1777 -0.3969
C 1.6624 0.8449 -0.5741
Si -1.2870 -0.8695 0.4643
I 3.3797 -0.1160 0.0597
H 0.6587 2.4488 0.2858
H 0.8835 1.0801 1.3787
H -1.4814 1.6185 0.4809
H -0.9240 1.0786 -1.0877
H -0.6702 -2.6221 -1.3187
H 0.5910 -2.5648 -0.0302
H 1.5057 0.8593 -1.6373
H -1.1252 -0.9216 1.9236
H -2.7098 -0.9446 0.1184
*
```

***

ORCA calculation (wB97M-V/def2-TZVPD) on a single C4H3N molecule in a non-equilibrium geometry.

SMILES = C=C=CC#N
Total energy = -208.86758 hartree
Max |F| = 7.259 eV/A
Frontier orbital gap = 10.368 eV

The geometry in ORCA input format:
```
! RIJCOSX wB97M-V def2-TZVPD def2/J DEFGRID3
* xyz 0 1
C -2.9081 0.0101 -0.0494
C -0.5007 0.0394 0.0271
C 0.7859 0.5374 0.0132
C -1.7171 -0.6621 0.0098
N -3.9618 0.4575 0.0143
H 1.2780 0.7251 0.8763
H 1.2310 0.6484 -0.9015
H -1.8168 -1.6751 0.0955
*
```